Record 1
Below is C12H14Cl5O3Rh as an isolated structure at a distorted geometry, with properties calculated with ωB97M-V/def2-TZVPD.

Results
- ΔE to the lowest compared entry with this formula, charge and spin (kJ/mol) = 0.0
- multiplicity = 5
- net charge = +2
- Kohn-Sham gap (alpha / beta) (eV) = 9.0 / 5.6
- lowest unoccupied orbital energy (alpha / beta) (eV) = -6.849 / -10.326

Positions of all 35 atoms, in Å:
1 Rh 0.08 -0.07 -0.91
2 C 3.17 -0.93 -0.67
3 O 2.31 0.20 -1.12
4 C 2.95 1.42 -0.71
5 C 1.97 2.55 -0.93
6 O 0.66 2.14 -0.46
7 C 0.27 2.44 0.90
8 C 0.64 1.32 1.83
9 O 0.08 0.11 1.33
10 C 0.25 -0.98 2.26
11 H 4.13 -0.88 -1.23
12 H 3.31 -0.88 0.39
13 H 2.67 -1.85 -0.97
14 H 3.21 1.31 0.36
15 H 3.85 1.63 -1.31
16 H 2.32 3.42 -0.40
17 H 1.82 2.70 -1.97
18 H 0.77 3.34 1.25
19 H -0.79 2.62 0.94
20 H 1.72 1.24 1.92
21 H 0.21 1.56 2.82
22 H -0.40 -0.80 3.09
23 H -0.04 -1.94 1.82
24 H 1.28 -1.07 2.60
25 Cl -3.04 1.47 -1.35
26 C -3.03 -0.19 -1.11
27 C -1.80 -0.86 -1.11
28 C -1.86 -2.23 -0.98
29 Cl -0.36 -3.06 -0.87
30 C -3.12 -2.96 -0.88
31 Cl -3.13 -4.60 -0.87
32 C -4.33 -2.25 -0.89
33 Cl -5.83 -3.05 -0.81
34 C -4.27 -0.88 -0.98
35 Cl -5.69 0.01 -0.97


Record 2
Below is C27H44O3 in the gas phase, with properties calculated with ωB97M-V/def2-TZVPD.

Results
- SMILES string = C=C1CC[C@H](O)C/C1=C/C=C1\CCC[C@]2(C)[C@@H]([C@H](C)CC[C@@H](O)C(C)(C)O)CC[C@@H]12
- ΔE to the lowest compared entry with this formula, charge and spin (kJ/mol) = 2.7
- Kohn-Sham gap (eV) = 8.5
- lowest unoccupied orbital energy (eV) = 0.693

Positions of all 74 atoms, in Å:
1 C 4.77 2.65 -1.18
2 C 5.48 1.86 -0.37
3 C 6.32 2.41 0.75
4 C 7.75 1.87 0.67
5 C 7.74 0.34 0.66
6 O 9.05 -0.20 0.67
7 C 6.93 -0.15 -0.55
8 C 5.54 0.40 -0.53
9 C 4.46 -0.39 -0.62
10 C 3.09 0.04 -0.52
11 C 2.02 -0.74 -0.74
12 C 2.12 -2.18 -1.19
13 C 0.76 -2.73 -1.62
14 C -0.30 -2.62 -0.52
15 C -0.22 -1.28 0.25
16 C 0.43 -1.51 1.62
17 C -1.55 -0.51 0.38
18 C -2.54 -0.97 1.47
19 C -3.00 -2.41 1.26
20 C -3.75 -0.04 1.58
21 C -4.65 0.02 0.34
22 C -5.72 1.08 0.51
23 O -5.09 2.34 0.47
24 C -6.86 1.04 -0.55
25 C -7.74 -0.20 -0.39
26 C -6.30 1.14 -1.97
27 O -7.63 2.21 -0.25
28 C -1.11 0.96 0.60
29 C 0.34 1.07 0.10
30 C 0.61 -0.27 -0.58
31 H 4.19 2.25 -1.99
32 H 4.75 3.72 -1.05
33 H 6.33 3.50 0.72
34 H 5.88 2.10 1.70
35 H 8.34 2.23 1.52
36 H 8.23 2.23 -0.25
37 H 7.28 -0.03 1.58
38 H 9.51 0.10 -0.13
39 H 6.92 -1.25 -0.55
40 H 7.44 0.18 -1.46
41 H 4.63 -1.46 -0.73
42 H 2.95 1.07 -0.23
43 H 2.51 -2.79 -0.37
44 H 2.82 -2.26 -2.02
45 H 0.87 -3.78 -1.90
46 H 0.43 -2.19 -2.51
47 H -0.16 -3.44 0.18
48 H -1.28 -2.73 -0.98
49 H -0.10 -2.27 2.18
50 H 0.43 -0.59 2.21
51 H 1.46 -1.83 1.50
52 H -2.06 -0.58 -0.59
53 H -2.03 -0.92 2.43
54 H -3.79 -2.66 1.97
55 H -2.19 -3.12 1.40
56 H -3.40 -2.55 0.25
57 H -3.42 0.98 1.79
58 H -4.36 -0.37 2.42
59 H -5.11 -0.95 0.17
60 H -4.05 0.28 -0.53
61 H -6.21 0.95 1.50
62 H -5.79 3.00 0.44
63 H -8.14 -0.25 0.62
64 H -7.17 -1.11 -0.58
65 H -8.56 -0.16 -1.10
66 H -5.78 0.22 -2.24
67 H -7.10 1.31 -2.68
68 H -5.59 1.96 -2.03
69 H -8.36 2.26 -0.88
70 H -1.77 1.64 0.07
71 H -1.16 1.21 1.66
72 H 1.03 1.23 0.93
73 H 0.47 1.90 -0.60
74 H 0.16 -0.23 -1.57


Record 3
Below is C46H121F6N12O15PbS2 as an isolated structure at a distorted geometry, with properties calculated with ωB97M-V/def2-TZVPD.

Results
- ΔE to the lowest compared entry with this formula, charge and spin (kJ/mol) = 732.3
- net charge = +1
- Kohn-Sham gap (eV) = 7.2
- lowest unoccupied orbital energy (eV) = -2.917

Positions of all 203 atoms, in Å:
1 Pb -2.77 2.50 -0.37
2 C 0.02 -0.59 1.89
3 F -0.36 -0.30 3.18
4 F 1.22 -1.08 1.89
5 F -0.91 -1.36 1.36
6 S 0.10 1.23 1.01
7 O -0.65 2.13 1.88
8 O 1.49 1.59 0.86
9 N -0.80 0.92 -0.43
10 S 0.28 0.19 -1.30
11 O 1.07 1.13 -2.12
12 O 1.13 -0.89 -0.67
13 C -0.97 -0.65 -2.57
14 F -1.90 0.24 -2.96
15 F -0.25 -1.06 -3.68
16 F -1.53 -1.73 -1.95
17 C -2.50 -1.75 -7.46
18 C -3.72 -2.21 -6.49
19 C -3.49 -1.64 -5.03
20 O -4.49 -2.18 -4.09
21 C -4.81 -3.54 -3.99
22 N -4.84 -1.66 -7.10
23 H -1.61 -2.34 -7.22
24 H -2.33 -0.67 -7.47
25 H -2.73 -2.06 -8.47
26 H -3.69 -3.30 -6.45
27 H -3.68 -0.57 -4.94
28 H -2.50 -1.77 -4.59
29 H -5.60 -3.46 -3.24
30 H -3.93 -4.13 -3.73
31 H -5.30 -3.88 -4.91
32 H -5.68 -1.83 -6.57
33 H -4.96 -2.05 -8.03
34 C -3.32 2.64 7.56
35 C -2.55 2.23 6.36
36 C -2.34 0.72 6.23
37 O -1.64 -0.01 7.24
38 C -0.23 0.36 7.26
39 N -3.27 2.67 5.25
40 H -2.77 2.48 8.48
41 H -4.16 1.98 7.78
42 H -3.77 3.63 7.53
43 H -1.61 2.78 6.39
44 H -1.79 0.50 5.31
45 H -3.27 0.19 6.00
46 H 0.02 1.41 7.06
47 H 0.32 -0.28 6.56
48 H 0.25 0.14 8.21
49 H -3.56 3.64 5.34
50 H -4.14 2.16 5.19
51 C 4.02 0.19 -8.59
52 C 4.48 -0.53 -7.38
53 C 3.25 -1.06 -6.45
54 O 3.69 -1.96 -5.42
55 C 2.79 -2.88 -4.83
56 N 5.36 -1.62 -7.78
57 H 3.50 -0.40 -9.34
58 H 4.87 0.52 -9.19
59 H 3.52 1.12 -8.33
60 H 5.26 0.01 -6.86
61 H 2.56 -1.56 -7.13
62 H 2.68 -0.29 -5.94
63 H 2.00 -2.30 -4.35
64 H 3.32 -3.44 -4.06
65 H 2.20 -3.53 -5.48
66 H 4.85 -2.36 -8.24
67 H 5.82 -2.05 -7.00
68 C 0.74 -8.87 -4.08
69 C 0.49 -7.51 -3.33
70 C 0.60 -6.12 -4.11
71 O 0.78 -4.99 -3.32
72 C -0.27 -4.63 -2.37
73 N -0.70 -7.65 -2.62
74 H 1.01 -9.76 -3.52
75 H 1.45 -8.99 -4.89
76 H -0.20 -9.12 -4.57
77 H 1.14 -7.48 -2.45
78 H -0.31 -6.03 -4.70
79 H 1.42 -6.20 -4.82
80 H -0.06 -3.63 -1.99
81 H -0.28 -5.21 -1.45
82 H -1.20 -4.66 -2.93
83 H -0.76 -8.46 -2.02
84 H -0.77 -6.95 -1.90
85 C 4.59 -2.68 2.09
86 C 4.75 -1.61 1.02
87 C 4.38 -1.85 -0.45
88 O 4.43 -0.68 -1.22
89 C 3.85 -0.76 -2.45
90 N 3.93 -0.55 1.49
91 H 5.12 -2.45 3.01
92 H 4.98 -3.67 1.90
93 H 3.58 -2.84 2.46
94 H 5.79 -1.28 1.01
95 H 3.43 -2.37 -0.38
96 H 5.01 -2.57 -0.97
97 H 2.95 -1.36 -2.49
98 H 4.74 -1.22 -2.89
99 H 3.70 0.18 -2.98
100 H 3.01 -0.90 1.72
101 H 3.88 0.20 0.82
102 C -4.48 -0.18 3.00
103 C -3.93 0.43 1.74
104 C -4.84 0.07 0.63
105 O -4.26 0.31 -0.61
106 C -4.66 -0.70 -1.56
107 N -3.69 1.87 1.99
108 H -5.48 0.08 3.34
109 H -3.87 0.11 3.85
110 H -4.45 -1.27 2.98
111 H -3.05 -0.16 1.47
112 H -5.83 0.51 0.68
113 H -5.10 -0.97 0.83
114 H -4.41 -0.26 -2.53
115 H -5.75 -0.82 -1.56
116 H -4.11 -1.63 -1.40
117 H -2.99 1.88 2.71
118 H -4.52 2.24 2.42
119 C -0.41 5.11 3.37
120 C -1.61 6.02 3.55
121 C -1.56 7.24 2.57
122 O -1.27 6.80 1.24
123 C -0.92 7.85 0.36
124 N -2.84 5.26 3.38
125 H -0.41 4.30 4.10
126 H 0.43 5.80 3.50
127 H -0.31 4.91 2.30
128 H -1.65 6.49 4.54
129 H -0.82 7.93 2.97
130 H -2.55 7.70 2.56
131 H -1.66 8.56 -0.01
132 H -0.53 7.37 -0.54
133 H -0.10 8.47 0.71
134 H -3.64 5.76 3.74
135 H -2.85 4.36 3.83
136 C -0.05 5.10 -3.39
137 C -1.15 4.42 -2.49
138 C -2.01 3.56 -3.42
139 O -3.07 2.92 -2.72
140 C -4.03 2.39 -3.69
141 N -0.68 3.67 -1.35
142 H 0.69 5.58 -2.75
143 H -0.37 5.91 -4.04
144 H 0.49 4.37 -3.99
145 H -1.81 5.17 -2.05
146 H -1.44 2.81 -3.98
147 H -2.48 4.27 -4.10
148 H -4.84 1.95 -3.10
149 H -3.77 1.57 -4.35
150 H -4.52 3.18 -4.26
151 H 0.01 4.25 -0.89
152 H -0.12 2.92 -1.73
153 C -3.59 -4.70 4.37
154 C -2.35 -3.90 3.96
155 C -0.98 -4.56 4.38
156 O 0.10 -3.69 3.93
157 C 0.68 -4.12 2.68
158 N -2.42 -3.80 2.55
159 H -3.60 -5.74 4.04
160 H -4.51 -4.17 4.12
161 H -3.61 -4.84 5.45
162 H -2.41 -2.91 4.40
163 H -0.97 -5.62 4.15
164 H -0.88 -4.53 5.47
165 H 0.35 -3.53 1.83
166 H 0.45 -5.13 2.36
167 H 1.76 -4.12 2.81
168 H -2.59 -4.77 2.33
169 H -1.50 -3.55 2.20
170 C 3.03 7.02 -0.77
171 C 2.80 5.52 -1.04
172 C 4.06 4.80 -0.66
173 O 4.33 4.91 0.72
174 C 5.12 3.88 1.29
175 N 1.77 4.99 -0.15
176 H 3.12 7.18 0.30
177 H 2.07 7.51 -0.91
178 H 3.82 7.31 -1.47
179 H 2.58 5.38 -2.10
180 H 4.97 5.14 -1.17
181 H 3.98 3.73 -0.80
182 H 4.81 2.83 1.27
183 H 5.24 4.11 2.35
184 H 6.11 3.88 0.84
185 H 1.95 5.27 0.80
186 H 2.16 4.06 -0.08
187 C 4.81 -2.72 5.97
188 C 3.89 -1.49 6.34
189 C 3.78 -0.49 5.14
190 O 2.89 0.57 5.50
191 C 2.73 1.42 4.32
192 N 2.59 -2.09 6.62
193 H 5.72 -2.58 5.37
194 H 4.31 -3.31 5.20
195 H 5.10 -3.33 6.82
196 H 4.40 -1.15 7.25
197 H 3.38 -0.94 4.23
198 H 4.81 -0.23 4.92
199 H 2.09 2.26 4.60
200 H 2.29 0.90 3.47
201 H 3.64 1.94 4.01
202 H 2.17 -2.44 5.78
203 H 1.98 -1.34 6.92


Record 4
Below is C5H7NO as an isolated structure at a distorted geometry, with properties calculated with ωB97M-V/def2-TZVPD.

Results
- ΔE to the lowest compared entry with this formula, charge and spin (kJ/mol) = 350.8
- Kohn-Sham gap (eV) = 9.9
- lowest unoccupied orbital energy (eV) = 0.883

Positions of all 14 atoms, in Å:
1 C -0.68 0.97 2.11
2 C 0.54 -0.01 1.99
3 C -0.45 -0.86 -0.79
4 C 0.34 0.41 -1.28
5 C -0.12 0.23 0.09
6 N -1.04 1.06 0.78
7 O -1.12 1.46 3.11
8 H 1.58 0.50 2.13
9 H 0.49 -0.94 2.51
10 H -1.53 -0.84 -0.98
11 H -0.07 -1.93 -0.86
12 H 1.32 0.16 -1.41
13 H -0.14 1.00 -1.99
14 H -1.53 1.78 0.38


Record 5
Below is a 2-piece molecular cluster, CH5NOS overall at a distorted geometry, with properties calculated with ωB97M-V/def2-TZVPD.

Results
- ΔE to the lowest compared entry with this formula, charge and spin (kJ/mol) = 475.1
- Kohn-Sham gap (alpha / beta) (eV) = 6.1 / 6.2
- lowest unoccupied orbital energy (alpha / beta) (eV) = -2.468 / -2.461

Positions of all 9 atoms, in Å:
1 C -1.40 0.47 0.20
2 N 1.64 -0.25 -0.25
3 O -1.49 -0.79 -0.31
4 S 1.06 -1.65 -0.98
5 H -0.81 0.36 1.09
6 H -2.42 0.81 0.62
7 H -0.95 1.21 -0.50
8 H 2.00 -0.45 0.71
9 H 2.38 0.30 -0.60


Record 6
Below is C2H4OS2 in the gas phase at a distorted geometry, with properties calculated with ωB97M-V/def2-TZVPD.

Results
- SMILES string = OC(=S)CS
- ΔE to the lowest compared entry with this formula, charge and spin (kJ/mol) = 54.0
- Kohn-Sham gap (eV) = 9.0
- lowest unoccupied orbital energy (eV) = 0.310

Positions of all 9 atoms, in Å:
1 O -0.80 1.67 -0.07
2 C -1.00 0.39 -0.12
3 S -2.48 -0.18 -0.23
4 C 0.10 -0.59 0.09
5 S 1.67 0.16 -0.26
6 H 0.13 1.95 0.09
7 H -0.04 -1.55 -0.50
8 H -0.02 -0.86 1.18
9 H 2.43 -0.98 -0.17


Record 7
Below is C13H24N2O2 in the gas phase at a distorted geometry, with properties calculated with ωB97M-V/def2-TZVPD.

Results
- SMILES string = O=C(/C=N/O)CCCCCN1CCCCCC1
- ΔE to the lowest compared entry with this formula, charge and spin (kJ/mol) = 344.9
- Kohn-Sham gap (eV) = 8.3
- lowest unoccupied orbital energy (eV) = 0.231

Positions of all 41 atoms, in Å:
1 O -4.98 -0.78 -1.49
2 C -4.30 -0.39 -0.57
3 C -4.30 1.05 -0.21
4 N -3.67 1.44 0.82
5 O -3.73 2.79 1.09
6 C -3.39 -1.27 0.24
7 C -1.93 -1.07 -0.20
8 C -0.99 -1.98 0.58
9 C 0.47 -1.81 0.17
10 C 1.09 -0.51 0.71
11 N 2.43 -0.21 0.27
12 C 3.44 -1.13 0.74
13 C 4.86 -0.66 0.44
14 C 5.02 0.87 0.47
15 C 4.72 1.52 -0.88
16 C 3.23 1.55 -1.22
17 C 2.56 0.18 -1.12
18 H -4.88 1.72 -0.84
19 H -3.20 2.91 1.90
20 H -3.48 -1.02 1.29
21 H -3.68 -2.31 0.07
22 H -1.66 -0.03 -0.04
23 H -1.85 -1.29 -1.27
24 H -1.29 -3.02 0.40
25 H -1.09 -1.78 1.65
26 H 1.05 -2.66 0.55
27 H 0.55 -1.82 -0.92
28 H 1.10 -0.56 1.81
29 H 0.46 0.34 0.43
30 H 3.30 -1.21 1.83
31 H 3.32 -2.15 0.32
32 H 5.53 -1.11 1.18
33 H 5.18 -1.02 -0.54
34 H 4.37 1.28 1.24
35 H 6.05 1.10 0.74
36 H 5.09 2.55 -0.87
37 H 5.26 0.98 -1.66
38 H 2.72 2.22 -0.54
39 H 3.11 1.94 -2.24
40 H 1.56 0.25 -1.57
41 H 3.12 -0.57 -1.70


Record 8
Below is C6H8ClNO in the gas phase at a distorted geometry, with properties calculated with ωB97M-V/def2-TZVPD.

Results
- SMILES string = C=C[C@@H]1C[C@]1(C=O)NCl
- ΔE to the lowest compared entry with this formula, charge and spin (kJ/mol) = 308.2
- Kohn-Sham gap (eV) = 10.0
- lowest unoccupied orbital energy (eV) = 0.456

Positions of all 17 atoms, in Å:
1 C -2.12 1.19 0.17
2 C -0.86 1.00 -0.22
3 C 0.01 0.07 0.43
4 C 1.45 0.07 0.51
5 C 0.89 -0.85 -0.48
6 C 0.94 -2.26 -0.47
7 O 0.98 -2.98 -1.46
8 N 1.25 -0.27 -1.96
9 Cl 2.95 -0.63 -2.15
10 H -2.93 1.89 -0.20
11 H -2.51 0.70 1.01
12 H -0.47 1.68 -0.91
13 H -0.41 -0.46 1.34
14 H 2.09 0.90 0.11
15 H 1.94 -0.49 1.28
16 H 1.26 -2.67 0.48
17 H 0.77 -0.93 -2.60


Record 9
Below is C2H2O2S2 in the gas phase at a distorted geometry, with properties calculated with ωB97M-V/def2-TZVPD.

Results
- ΔE to the lowest compared entry with this formula, charge and spin (kJ/mol) = 333.1
- Kohn-Sham gap (eV) = 7.9
- lowest unoccupied orbital energy (eV) = -0.650

Positions of all 8 atoms, in Å:
1 C 1.16 -0.87 0.25
2 C 0.36 0.62 0.01
3 O 3.77 -0.72 0.42
4 O -0.92 0.82 -0.02
5 S 1.63 1.73 0.09
6 S 2.67 -0.26 -0.40
7 H 0.71 -1.79 -0.05
8 H -1.15 1.76 0.01